Entry 1:
The following is a quantum chemistry calculation of a cluster of 3 separate species, C4H13NO2 in total in a non-equilibrium geometry, from OMol25.

- net charge = 0
- max |F| (eV/Å) = 7.18
- Kohn-Sham gap (Ha) = 0.1588
- total energy (eV) = -9936.13114
- relative energy (zero: lowest compared OMol25 entry of this formula, charge and spin) (kJ/mol) = 778.2
- E_HOMO (eV) = -8.1

Each line ends with the natural charge from an NBO analysis.
Atoms and positions in Å:
1 O 2.883 0.190 -1.408  -1.015
2 O 3.162 -1.110 0.720  -1.027
3 H 2.649 -1.931 0.668  0.419
4 H 3.102 -0.157 -0.500  0.496
5 C -0.989 0.282 0.491  0.370
6 N -2.072 1.647 -1.288  -0.748
7 H -2.650 -0.798 1.356  0.240
8 H -1.308 -1.906 0.730  0.295
9 H -3.033 1.906 -0.924  0.352
10 H -2.602 -0.485 -1.115  0.240
11 C -1.656 0.187 -0.825  -0.387
12 H 1.059 -0.592 0.366  0.335
13 C 0.580 0.352 0.507  -0.721
14 H 3.753 0.586 -1.529  0.452
15 H 0.969 0.704 1.481  0.264
16 H -0.834 0.156 -1.568  0.280
17 H 1.022 1.043 -0.239  0.282
18 H -1.413 1.854 -0.472  0.344
19 C -1.519 -0.892 1.272  -0.715
20 H -1.105 -1.036 2.280  0.244

Entry 2:
The following is a quantum chemistry calculation of a cluster of 2 separate species, C3H5NO3 in total in a non-equilibrium geometry, from OMol25.

- net charge = 0
- max |F| (eV/Å) = 3.78
- Kohn-Sham gap (alpha / beta) (Ha) = 0.3203 / 0.3203
- total energy (eV) = -10819.99986
- relative energy (zero: lowest compared OMol25 entry of this formula, charge and spin) (kJ/mol) = 548.8
- E_HOMO (alpha / beta) (eV) = -9.8 / -9.8

Each line ends with the natural charge from an NBO analysis.
Atoms and positions in Å:
1 C 0.068 -0.911 0.923  0.588
2 O 1.566 -1.197 -0.757  -0.232
3 H -1.826 -1.892 0.855  0.251
4 N 0.979 -1.610 0.197  0.124
5 H -1.360 -1.672 -0.777  0.234
6 H 1.215 1.372 -0.270  0.093
7 H 1.606 2.822 -1.469  0.102
8 O 0.025 -0.587 2.080  -0.492
9 O -0.161 2.774 -0.403  -0.490
10 H -1.723 -0.229 0.113  0.253
11 C -1.272 -1.211 0.208  -0.725
12 C 0.885 2.342 -0.701  0.294

Entry 3:
The following is a quantum chemistry calculation of a structure of composition H3O4PSi in a non-equilibrium geometry, from OMol25.

- net charge = -2
- max |F| (eV/Å) = 3.56
- Kohn-Sham gap (Ha) = 0.2376
- total energy (eV) = -25407.19197
- relative energy (zero: lowest compared OMol25 entry of this formula, charge and spin) (kJ/mol) = 15.5
- E_HOMO (eV) = 0.3

Each line ends with the natural charge from an NBO analysis.
Atoms and positions in Å:
1 Si -0.451 0.128 0.438  1.290
2 O -1.725 2.709 1.757  -1.246
3 O 0.568 3.718 1.976  -1.228
4 O -0.360 3.151 -0.380  -1.232
5 O 0.358 1.141 1.253  -1.284
6 P -0.380 2.969 1.127  2.508
7 H -0.908 0.703 -0.980  -0.234
8 H 0.464 -1.249 0.117  -0.321
9 H -1.750 -0.079 1.072  -0.253